[1]
Density functional theory data (ωB97M-V/def2-TZVPD) for a cluster of 2 separate species, C14H22N2O in total.

Last column: Löwdin charge in e.
Positions of all 39 atoms, in Å:
C1 -2.979 3.599 0.276  -0.05
C2 -2.134 2.401 0.662  -0.30
C3 -1.908 1.295 -0.367  -0.09
C4 -0.836 0.436 0.354  -0.31
C5 -1.510 -0.622 1.221  -0.17
C6 -0.615 -1.598 2.000  -0.20
C7 -0.333 -1.265 3.468  -0.30
N1 0.298 0.015 3.779  0.00
N2 -0.011 1.451 1.069  0.10
C8 -0.686 2.695 1.004  -0.44
O1 -0.137 3.766 1.131  0.10
H1 -2.800 4.426 0.960  0.08
H2 -2.783 3.928 -0.745  0.08
H3 -4.036 3.328 0.329  0.08
H4 -2.538 1.989 1.595  0.15
H5 -2.805 0.730 -0.611  0.12
H6 -1.462 1.768 -1.245  0.13
H7 -0.201 -0.063 -0.380  0.13
H8 -2.084 -1.221 0.508  0.11
H9 -2.247 -0.178 1.899  0.12
H10 -1.131 -2.564 2.014  0.10
H11 0.318 -1.772 1.453  0.10
H12 0.288 -2.060 3.888  0.10
H13 -1.282 -1.302 4.011  0.11
H14 1.069 0.177 3.143  0.05
H15 -0.356 0.764 3.600  0.05
H16 0.878 1.595 0.602  0.13
C9 2.978 -2.816 -3.872  -0.09
C10 2.671 -1.542 -4.330  -0.10
C11 2.362 -0.535 -3.427  -0.09
C12 2.360 -0.804 -2.066  -0.11
C13 2.663 -2.078 -1.606  -0.10
C14 2.973 -3.084 -2.510  -0.09
H17 3.222 -3.600 -4.576  0.10
H18 2.673 -1.335 -5.392  0.10
H19 2.124 0.459 -3.784  0.10
H20 2.125 -0.017 -1.360  0.09
H21 2.659 -2.286 -0.544  0.10
H22 3.212 -4.078 -2.153  0.10

Its highest occupied orbital energy is -9.005 eV. The calculation puts the gap between HOMO and LUMO at 9.66 eV. The value obtained for the LUMO energy is 0.66 eV. Its SMILES is C[C@H]1C[C@H](CCCN)NC1=O.c1ccccc1. The value obtained for the energy above the lowest of the compared OMol25 structures with the same formula, charge and spin is 0.00 kcal/mol. The total energy is -731.41867 Eh. For the largest force on an atom, the calculation gives 1.096 eV/Å.


[2]
Density functional theory data (ωB97M-V/def2-TZVPD) for an isolated molecule of C3H7N3O3S.

Last column: Löwdin charge in e.
Positions of all 17 atoms, in Å:
C1 0.060 2.113 0.049  0.04
C2 -0.225 0.470 -0.024  -0.54
S1 1.527 -0.213 -0.164  0.65
N1 1.382 -1.888 0.034  -0.04
O1 2.165 0.130 -1.407  -0.30
O2 2.181 0.349 1.004  -0.31
N2 -0.950 0.078 -1.233  0.09
N3 -1.863 -0.696 -0.977  0.06
C3 -1.972 -0.839 0.404  -0.19
O3 -0.875 -0.123 1.012  -0.04
H1 0.488 2.332 -0.862  0.05
H2 0.622 2.273 0.972  0.08
H3 -0.878 2.612 0.201  0.07
H4 1.141 -2.314 -0.901  0.11
H5 2.169 -2.194 0.462  0.01
H6 -2.895 -0.240 0.764  0.17
H7 -2.077 -1.850 0.668  0.11

Its highest occupied orbital energy is -10.116 eV. The calculation puts the gap between HOMO and LUMO at 10.14 eV. The value obtained for the LUMO energy is 0.03 eV. Its SMILES is C[C@]1(S(N)(=O)=O)N=NCO1. The value obtained for the energy above the lowest of the compared OMol25 structures with the same formula, charge and spin is 18.95 kcal/mol. The total energy is -906.59353 Eh. For the largest force on an atom, the calculation gives 5.544 eV/Å.


[3]
Density functional theory data (ωB97M-V/def2-TZVPD) for a structure of composition C41H31Cl5GeN5O4SZn.

Last column: Löwdin charge in e.
Positions of all 89 atoms, in Å:
Zn1 -0.873 0.252 -1.776  0.72
C1 -2.253 -3.876 -2.423  0.01
C2 -1.492 -2.924 -1.547  -0.51
O1 -1.296 -1.755 -1.902  -0.11
N1 -1.068 -3.418 -0.383  0.12
C3 -0.041 -2.770 0.406  -0.11
C4 1.287 -2.980 -0.261  -0.30
C5 2.116 -4.037 0.083  -0.01
C6 3.273 -4.237 -0.654  -0.04
C7 3.543 -3.375 -1.705  -0.04
C8 2.656 -2.336 -1.955  -0.13
N2 1.555 -2.131 -1.248  0.13
H1 -2.609 -3.357 -3.306  0.05
H2 -3.097 -4.303 -1.880  0.10
H3 -1.595 -4.690 -2.727  0.10
H4 -1.235 -4.401 -0.214  0.16
H5 -0.063 -3.196 1.410  0.14
H6 -0.273 -1.709 0.478  0.09
H7 1.864 -4.683 0.915  0.12
H8 3.943 -5.050 -0.415  0.11
H9 4.427 -3.488 -2.314  0.11
H10 2.844 -1.630 -2.757  0.09
Cl1 -0.249 2.985 -3.419  0.71
C9 -1.877 2.390 -3.586  -0.70
C10 -2.143 1.093 -3.166  -0.24
C11 -3.411 0.625 -3.475  -0.67
Cl2 -3.852 -1.013 -3.089  0.75
C12 -4.386 1.418 -4.085  -0.70
Cl3 -5.955 0.802 -4.426  0.69
C13 -4.089 2.738 -4.424  -0.70
Cl4 -5.278 3.742 -5.147  0.70
C14 -2.807 3.227 -4.188  -0.71
Cl5 -2.394 4.835 -4.643  0.69
O2 -4.915 -4.055 4.053  -0.38
S1 -5.041 -3.535 5.402  0.39
O3 -6.284 -2.853 5.704  -0.35
O4 -4.483 -4.360 6.449  -0.35
C15 -3.913 -2.122 5.362  -0.34
N3 -3.407 -1.666 6.506  0.14
C16 -2.602 -0.624 6.423  -0.11
C17 -2.262 -0.018 5.220  0.00
C18 -2.849 -0.571 4.096  -0.23
N4 -3.670 -1.605 4.171  0.15
C19 -2.554 -0.137 2.700  -0.10
C20 -1.702 0.913 2.377  0.02
C21 -1.369 1.119 1.055  -0.13
N5 -1.844 0.368 0.055  -0.01
C22 -2.752 -0.570 0.357  -0.11
C23 -3.124 -0.856 1.650  0.04
H11 -2.190 -0.259 7.357  0.11
H12 -1.587 0.821 5.188  0.10
H13 -1.256 1.538 3.135  0.11
H14 -0.673 1.905 0.787  0.06
H15 -3.153 -1.124 -0.476  0.07
H16 -3.829 -1.643 1.877  0.13
C24 2.093 0.580 3.897  -0.07
C25 2.066 1.886 3.433  -0.07
C26 1.938 2.148 2.076  -0.10
C27 1.840 1.100 1.157  -0.32
C28 1.892 -0.206 1.639  -0.12
C29 2.021 -0.470 2.994  -0.06
Ge1 1.613 1.481 -0.748  1.08
C30 3.053 0.705 -1.792  -0.35
C31 4.160 0.164 -1.141  -0.10
C32 5.215 -0.358 -1.878  -0.08
C33 5.161 -0.365 -3.262  -0.08
C34 4.056 0.161 -3.919  -0.08
C35 3.004 0.690 -3.186  -0.14
C36 1.682 3.422 -0.921  -0.37
C37 2.630 3.988 -1.769  -0.12
C38 2.718 5.367 -1.908  -0.07
C39 1.855 6.194 -1.210  -0.07
C40 0.900 5.641 -0.368  -0.07
C41 0.810 4.267 -0.234  -0.14
H17 2.186 0.381 4.957  0.11
H18 2.147 2.711 4.129  0.11
H19 1.938 3.177 1.741  0.09
H20 1.862 -1.030 0.941  0.07
H21 2.065 -1.494 3.343  0.11
H22 4.212 0.165 -0.059  0.10
H23 6.078 -0.764 -1.366  0.11
H24 5.982 -0.778 -3.833  0.11
H25 4.015 0.159 -5.000  0.11
H26 2.147 1.103 -3.707  0.09
H27 3.319 3.360 -2.318  0.09
H28 3.460 5.791 -2.570  0.11
H29 1.919 7.267 -1.326  0.11
H30 0.218 6.280 0.175  0.11
H31 0.033 3.860 0.406  0.09

Its highest occupied orbital energy (spin up / spin down) is -7.332 / -7.332 eV. The calculation puts the gap between HOMO and LUMO (spin up / spin down) at 6.49 / 3.87 eV. The value obtained for the LUMO energy (spin up / spin down) is -0.84 / -3.46 eV. The value obtained for the energy above the lowest of the compared OMol25 structures with the same formula, charge and spin is 39.41 kcal/mol. The total energy is -8711.08578 Eh. For the largest force on an atom, the calculation gives 1.013 eV/Å. As for the spin multiplicity: 2.


Which value of energy above the lowest of the compared OMol25 structures with the same formula, charge and spin does entry 2 give? 18.95 kcal/mol


Which value of largest force on an atom does entry 1 give? 1.096 eV/Å


Look up the largest force on an atom of the third one. 1.013 eV/Å